{
  "formula": "C82H95BN8O3P2TeY",
  "method": "ωB97M-V/def2-TZVPD",
  "homo_ha": [-0.1726, -0.2407],
  "gap_ha": [0.146, 0.214],
  "total_charge": 0,
  "de_lowest_ev": 0.674,
  "e_tot_ev": -132229.235,
  "multiplicity": 2,
  "species": ["Y", "C", "O", "C", "N", "C", "C", "C", "C", "C", "C", "C", "C", "C", "C", "C", "C", "N", "C", "N", "C", "C", "O", "C", "C", "C", "C", "C", "C", "H", "H", "H", "H", "H", "H", "H", "H", "H", "H", "H", "H", "H", "H", "H", "H", "H", "H", "H", "C", "C", "C", "C", "P", "C", "N", "B", "N", "C", "P", "C", "C", "C", "C", "C", "C", "C", "C", "C", "C", "C", "C", "C", "C", "C", "C", "C", "C", "H", "H", "H", "H", "H", "H", "H", "H", "H", "H", "H", "H", "H", "H", "H", "H", "H", "H", "H", "H", "H", "H", "H", "H", "H", "H", "H", "H", "H", "H", "H", "H", "H", "H", "H", "H", "H", "H", "H", "H", "H", "H", "H", "H", "C", "C", "C", "C", "C", "C", "N", "N", "C", "C", "C", "C", "C", "C", "H", "H", "H", "H", "H", "H", "H", "H", "H", "C", "C", "C", "C", "C", "C", "Te", "N", "C", "O", "C", "C", "C", "C", "C", "C", "C", "C", "C", "C", "C", "C", "C", "C", "C", "C", "H", "H", "H", "H", "H", "H", "H", "H", "H", "H", "H", "H", "H", "H", "H", "H", "H", "H", "H", "H", "H", "H", "H"],
  "coordinates": [[0.39389, -0.27240, -0.73578], [-0.55947, 0.22668, -6.12021], [-0.73369, 1.43291, -5.35573], [-0.75637, 1.04775, -4.05643], [-0.64600, -0.18033, -3.78290], [-0.37060, -0.87627, -5.05128], [-1.15561, -2.12739, -5.36361], [-0.48653, -3.34550, -5.41202], [-1.12835, -4.48790, -5.86743], [-2.44735, -4.42299, -6.29086], [-3.13250, -3.21942, -6.21948], [-2.49233, -2.08282, -5.75011], [-0.69114, 2.19695, -3.12397], [-1.23520, 3.42574, -3.46340], [-0.95670, 4.51725, -2.65735], [0.00577, 4.38068, -1.67802], [0.58342, 3.13235, -1.47864], [0.13182, 2.02279, -2.09011], [1.88849, 2.99305, -0.84372], [2.50896, 1.90264, -0.72561], [3.92464, 2.20879, -0.50638], [3.92009, 3.73868, -0.27003], [2.56386, 4.14256, -0.53407], [4.74751, 1.81098, -1.71347], [4.65230, 2.53039, -2.90043], [5.41522, 2.17267, -3.99923], [6.25484, 1.07015, -3.93207], [6.33024, 0.33182, -2.76086], [5.58458, 0.70632, -1.65292], [-1.44495, 0.07186, -6.73590], [0.31193, 0.33313, -6.76146], [0.67731, -1.17051, -4.99819], [0.55254, -3.39507, -5.10422], [-0.59069, -5.42634, -5.91135], [-2.93356, -5.30859, -6.67985], [-4.16247, -3.15983, -6.55045], [-3.03680, -1.14481, -5.70716], [-1.83192, 3.54016, -4.35565], [-1.42468, 5.47246, -2.85370], [0.35091, 5.22144, -1.09075], [4.29354, 1.65957, 0.36295], [4.17403, 4.01607, 0.75568], [4.59298, 4.26195, -0.94626], [3.98134, 3.38256, -2.97191], [5.34920, 2.74646, -4.91497], [6.83968, 0.78505, -4.79742], [6.97149, -0.53886, -2.71203], [5.65014, 0.12962, -0.73758], [-2.22794, -5.15812, 3.46219], [-1.60667, -5.31161, 2.06548], [-1.04893, -6.71954, 1.86493], [-2.75980, -5.10402, 1.07374], [-0.42564, -3.82436, 1.83799], [0.31787, -4.07985, 0.09708], [-0.56369, -3.56924, -0.94715], [-1.00456, -2.17675, -1.13746], [-2.22338, -2.34664, -1.92528], [-3.31217, -1.46899, -2.28701], [-3.36546, 0.21794, -1.51020], [-4.26524, -0.09238, 0.14538], [-3.65530, -1.34232, 0.78188], [-3.92845, 1.12558, 1.01982], [-5.77723, -0.31141, 0.12575], [-4.67186, 0.95978, -2.69472], [-5.13568, 2.29459, -2.09716], [-5.88226, 0.09905, -3.06332], [-3.92955, 1.28973, -3.99571], [-2.35988, -3.67693, -2.31461], [-3.29024, -4.28246, -3.14340], [-3.17572, -5.65017, -3.38323], [-2.15325, -6.38985, -2.80590], [-1.21425, -5.78470, -1.97437], [-1.32440, -4.42484, -1.72505], [1.10483, -4.09058, 2.98929], [1.11570, -2.77371, 3.78164], [2.40041, -4.22369, 2.18432], [1.08438, -5.22778, 4.01366], [-3.09721, -5.81642, 3.55438], [-2.56270, -4.12784, 3.61373], [-1.53502, -5.41304, 4.26007], [-1.88175, -7.42924, 1.80894], [-0.41022, -7.03680, 2.68492], [-0.49526, -6.79770, 0.92694], [-3.62623, -5.69516, 1.38773], [-2.49918, -5.42178, 0.07149], [-3.05030, -4.05519, 1.04420], [0.54018, -5.13252, -0.07524], [1.25175, -3.51884, 0.06761], [-4.25992, -1.97310, -2.06402], [-3.28775, -1.29762, -3.36925], [-2.57464, -1.27942, 0.87610], [-3.91142, -2.22404, 0.19597], [-4.08177, -1.47297, 1.78321], [-2.84898, 1.28719, 1.03873], [-4.26253, 0.95772, 2.04932], [-4.41004, 2.03590, 0.65316], [-6.03548, -1.22465, -0.41361], [-6.33072, 0.52437, -0.29742], [-6.11927, -0.43123, 1.15840], [-5.78571, 2.15227, -1.23512], [-4.27707, 2.89702, -1.78615], [-5.70075, 2.86286, -2.84273], [-6.53386, -0.09777, -2.21804], [-5.58224, -0.85578, -3.49849], [-6.47219, 0.63162, -3.81571], [-4.62937, 1.68707, -4.73680], [-3.45042, 0.41156, -4.43080], [-3.16721, 2.04022, -3.81176], [-4.08375, -3.71368, -3.61068], [-3.88827, -6.13649, -4.03830], [-2.08763, -7.45435, -2.99441], [-0.42419, -6.37548, -1.52706], [0.21749, -2.69452, 4.40150], [1.12026, -1.92632, 3.10067], [1.99951, -2.71291, 4.42774], [2.59755, -3.33380, 1.58903], [2.37142, -5.09545, 1.52626], [3.24095, -4.35191, 2.87303], [0.25663, -5.13779, 4.71397], [2.00865, -5.16260, 4.59644], [1.06376, -6.20993, 3.54698], [3.23361, -0.45125, -6.32010], [3.56834, -1.64242, -5.68147], [3.32640, -1.81299, -4.32774], [2.70981, -0.79332, -3.58736], [2.35244, 0.39312, -4.24454], [2.62393, 0.56307, -5.59073], [2.47517, -0.87110, -2.22073], [3.37015, -1.60269, -1.57335], [3.38616, -1.47485, -0.20265], [4.54860, -2.01367, 0.39423], [4.83637, -1.75307, 1.71921], [3.96608, -0.95264, 2.45712], [2.79427, -0.48082, 1.86609], [2.41516, -0.73994, 0.54439], [3.45743, -0.31396, -7.37128], [4.03268, -2.44005, -6.25003], [3.60788, -2.72496, -3.81932], [1.89657, 1.17975, -3.65758], [2.37032, 1.50130, -6.07476], [5.22122, -2.59258, -0.22765], [5.72889, -2.15821, 2.18226], [4.18211, -0.73868, 3.49989], [2.13624, 0.11745, 2.50249], [3.15337, 6.03806, 8.03332], [2.69684, 5.18319, 6.88272], [3.57729, 4.32981, 6.23434], [3.18857, 3.58125, 5.12559], [4.20100, 2.62899, 4.52528], [1.87750, 3.71357, 4.65210], [1.59629, 3.06838, 2.58332], [0.13801, 1.95236, 2.07762], [-0.36663, 0.76874, 2.45229], [-0.77200, -0.05010, 1.61364], [-0.69270, 0.47420, 3.89180], [-1.96600, -0.02423, 4.15763], [-2.41110, -0.14111, 5.46514], [-1.57834, 0.20573, 6.52048], [-0.28523, 0.63700, 6.26271], [0.15194, 0.76970, 4.95419], [0.73146, 4.97156, 2.14207], [1.60025, 6.00600, 2.48562], [1.23465, 7.33028, 2.32893], [-0.00848, 7.62840, 1.79348], [-0.86032, 6.60153, 1.42143], [-0.52293, 5.25704, 1.58530], [-1.53673, 4.21390, 1.19249], [0.94586, 4.48998, 5.35329], [-0.51361, 4.52474, 4.97230], [1.37354, 5.21851, 6.45122], [4.20059, 5.85043, 8.26343], [2.55783, 5.84085, 8.92561], [3.03932, 7.09451, 7.78514], [4.59465, 4.23959, 6.59995], [4.66640, 2.04805, 5.32150], [5.00021, 3.16633, 4.00919], [3.75121, 1.92003, 3.83353], [-2.59921, -0.30019, 3.32353], [-3.41468, -0.49563, 5.66414], [-1.92833, 0.12451, 7.54175], [0.38604, 0.88557, 7.07623], [1.16454, 1.08929, 4.76548], [2.57822, 5.77609, 2.89714], [1.90730, 8.12131, 2.63380], [-0.31540, 8.65889, 1.66848], [-1.83045, 6.84085, 1.00182], [-2.38355, 4.68370, 0.69166], [-1.90964, 3.69146, 2.07427], [-1.10932, 3.46447, 0.53053], [-0.74408, 3.75789, 4.23458], [-0.79182, 5.50126, 4.56890], [-1.12963, 4.33971, 5.85305], [0.65691, 5.83539, 6.98447]],
  "forces_ev_per_a": [[2.0, 1.7, 0.1], [-0.1, -0.3, 0.0], [0.0, 0.3, 0.1], [0.0, -0.4, -0.4], [0.0, 0.3, 0.6], [-0.1, -0.2, -0.2], [0.0, 0.1, 0.0], [0.0, -0.1, 0.1], [0.0, 0.0, -0.1], [0.1, 0.0, -0.1], [0.0, 0.0, -0.1], [0.1, 0.0, 0.0], [0.0, -0.2, 0.0], [0.0, 0.3, 0.0], [-0.1, -0.2, -0.2], [0.4, 0.0, 0.2], [-0.8, 0.1, -0.4], [0.2, 0.4, 0.0], [1.0, 0.0, 0.8], [-0.4, -0.2, -0.6], [0.2, 0.1, 0.3], [0.2, -0.2, 0.3], [-0.4, 0.3, -0.3], [-0.1, -0.2, 0.0], [0.0, 0.1, 0.0], [0.0, 0.0, -0.1], [0.0, 0.0, 0.0], [0.0, 0.0, -0.1], [0.1, 0.0, 0.1], [0.0, 0.1, 0.1], [0.0, 0.1, 0.1], [0.0, 0.0, 0.0], [0.0, 0.0, 0.0], [0.0, 0.0, 0.0], [0.0, 0.0, 0.0], [0.0, 0.0, 0.0], [0.0, -0.1, -0.1], [0.0, -0.1, 0.0], [0.0, 0.0, 0.0], [0.1, 0.0, -0.1], [-0.1, 0.0, 0.0], [-0.1, 0.0, 0.0], [-0.1, 0.1, 0.0], [0.0, 0.0, 0.0], [0.0, 0.0, 0.0], [0.0, 0.0, 0.0], [0.0, 0.0, 0.0], [-0.1, 0.0, 0.0], [0.1, 0.0, 0.0], [0.0, 0.2, 0.1], [-0.1, 0.1, 0.0], [0.1, 0.1, 0.0], [0.1, -0.5, -0.2], [-0.3, 0.2, 0.2], [0.0, -0.1, 0.0], [-1.0, -1.5, 0.1], [-0.1, -0.2, -0.1], [0.2, 0.1, -0.1], [-0.4, -0.5, 0.0], [0.2, 0.2, 0.0], [0.0, 0.1, 0.0], [0.0, 0.0, 0.0], [0.0, 0.1, 0.0], [0.2, 0.2, 0.1], [0.0, -0.1, 0.0], [0.1, -0.1, 0.1], [0.0, -0.1, 0.0], [0.1, 0.0, 0.0], [-0.1, 0.0, 0.2], [-0.1, -0.1, 0.1], [-0.1, 0.0, 0.0], [0.1, 0.1, 0.0], [-0.1, 0.0, -0.1], [-0.2, 0.2, 0.0], [0.1, -0.1, 0.0], [-0.1, 0.0, 0.0], [-0.1, 0.0, -0.1], [0.0, 0.0, 0.0], [0.0, 0.0, 0.0], [-0.1, 0.0, 0.0], [0.0, 0.0, 0.0], [0.0, 0.0, -0.1], [0.0, 0.0, 0.0], [0.0, 0.0, 0.0], [0.0, 0.0, -0.1], [-0.1, 0.1, 0.0], [0.1, 0.0, -0.1], [0.0, -0.1, 0.0], [0.0, 0.0, 0.0], [-0.1, 0.0, 0.1], [0.1, -0.1, 0.0], [0.1, -0.1, 0.0], [0.0, 0.0, 0.0], [0.0, 0.0, 0.0], [-0.1, 0.0, 0.0], [0.0, 0.0, 0.0], [0.0, 0.0, 0.0], [0.0, 0.0, 0.0], [0.0, -0.1, 0.0], [0.0, 0.1, 0.0], [0.0, 0.0, 0.0], [0.0, 0.0, 0.0], [0.0, 0.0, -0.1], [0.0, 0.0, 0.0], [0.0, 0.0, 0.0], [0.0, 0.0, 0.0], [0.0, 0.1, 0.0], [-0.1, 0.0, -0.1], [0.0, 0.0, 0.0], [0.0, 0.0, 0.0], [0.0, 0.0, 0.0], [0.0, 0.0, 0.0], [0.0, 0.0, 0.0], [0.0, 0.1, 0.0], [0.0, 0.0, 0.0], [0.0, 0.0, 0.0], [0.1, 0.0, 0.0], [0.0, 0.0, 0.0], [0.0, -0.1, 0.0], [0.0, 0.0, 0.0], [0.0, 0.0, 0.1], [0.0, 0.0, -0.1], [0.0, 0.1, 0.1], [0.0, -0.1, -0.1], [0.1, 0.0, 0.3], [0.1, -0.1, -0.1], [0.0, 0.1, 0.1], [-1.2, 0.3, 0.8], [0.3, -0.4, -0.3], [0.0, 0.2, -0.3], [0.0, 0.1, 0.2], [-0.1, 0.0, -0.1], [0.1, 0.1, 0.2], [-0.1, 0.0, -0.1], [-0.2, -0.3, 0.1], [0.0, 0.0, 0.0], [0.0, 0.0, 0.0], [0.0, 0.0, 0.0], [0.1, 0.0, 0.0], [0.0, 0.0, 0.0], [0.0, 0.0, 0.0], [0.0, 0.0, 0.0], [0.0, 0.0, 0.0], [-0.1, -0.1, 0.1], [-0.1, -0.1, -0.1], [0.1, 0.0, 0.0], [-0.1, 0.1, 0.1], [0.1, -0.2, -0.1], [-0.1, 0.2, 0.1], [0.1, -0.2, -0.2], [-0.1, 0.5, 0.5], [0.1, -0.3, -0.3], [0.0, 0.1, 0.6], [0.4, 0.1, -1.1], [0.0, 0.2, 0.0], [0.0, 0.0, -0.1], [0.0, 0.0, 0.0], [0.0, 0.0, 0.0], [0.1, 0.0, 0.0], [-0.1, 0.0, -0.1], [0.0, 0.1, -0.1], [0.0, -0.2, 0.0], [0.0, 0.1, 0.0], [0.0, 0.0, 0.0], [0.1, 0.0, 0.0], [0.0, -0.2, 0.0], [0.0, 0.1, 0.1], [-0.3, -0.2, -0.2], [0.2, 0.1, 0.0], [0.1, 0.0, 0.0], [0.0, 0.0, 0.0], [0.0, 0.0, 0.0], [0.0, 0.0, 0.0], [0.0, 0.0, 0.0], [0.0, 0.0, 0.0], [0.0, 0.0, -0.1], [0.1, -0.1, -0.1], [0.0, 0.0, 0.0], [0.0, 0.0, 0.0], [0.0, 0.0, 0.0], [0.0, 0.0, 0.0], [0.2, 0.1, 0.0], [0.0, 0.0, 0.1], [0.0, 0.0, 0.0], [0.0, 0.0, 0.0], [0.0, 0.0, 0.0], [0.0, 0.0, 0.0], [0.0, -0.1, 0.0], [-0.1, 0.0, 0.1], [-0.1, 0.0, 0.0], [0.0, 0.0, 0.0], [0.0, 0.0, 0.0], [0.0, 0.0, 0.0]]
}